--- P ---
Entry from the Open Molecules 2025 dataset: a structure of composition C31H55BrCaNP3 (the ωB97M-V functional and the def2-TZVPD basis).

Each line ends with the Mulliken charge.
Cartesian coordinates (Å):
1 N 3.16 -3.28 5.02  -0.5432
2 C 2.67 -2.09 5.35  -0.5046
3 C 1.49 -1.58 4.80  -0.3020
4 C 0.82 -2.33 3.80  0.1683
5 C 1.36 -3.60 3.46  -0.3757
6 C 2.52 -4.03 4.12  -0.4409
7 C -0.42 -1.82 3.20  -0.8399
8 Ca -1.41 0.12 2.31  1.5205
9 P -4.39 0.58 0.25  -0.2128
10 C -0.96 -2.17 1.93  -1.4760
11 C -0.30 -2.06 0.63  1.4712
12 C -0.85 -2.73 -0.50  -1.6968
13 C -0.37 -2.56 -1.77  -0.6905
14 C 0.58 -1.51 -2.06  -0.1254
15 C 1.31 -1.05 -0.90  -1.1971
16 C 0.85 -1.25 0.39  -0.0649
17 Br -0.80 0.36 -2.66  -0.1524
18 H -1.14 -1.42 3.95  1.3325
19 H -1.92 -2.70 1.94  0.4035
20 H 1.11 -0.61 5.13  0.4194
21 H 0.90 -4.25 2.71  0.4292
22 H 3.23 -1.51 6.09  0.3828
23 H 2.94 -5.02 3.92  0.3798
24 H -1.70 -3.40 -0.32  0.4931
25 H 1.39 -0.82 1.25  0.9057
26 H -0.81 -3.12 -2.61  0.4073
27 H 2.19 -0.42 -1.05  0.4916
28 P 1.56 -1.47 -3.64  1.4384
29 C -3.91 0.49 1.99  0.7844
30 C -4.95 0.78 3.08  -1.7535
31 H -3.15 1.32 2.10  -0.3712
32 H -3.52 -0.54 2.16  0.0090
33 H -4.43 0.88 4.05  0.3528
34 H -5.49 1.71 2.89  0.4149
35 H -5.66 -0.05 3.18  0.3989
36 C -3.65 -0.84 -0.69  1.0461
37 C -4.35 -1.08 -2.03  -1.4901
38 H -3.73 -1.73 -0.04  0.3697
39 H -2.59 -0.61 -0.90  -0.9144
40 H -4.16 -2.11 -2.36  0.3867
41 H -5.43 -0.93 -1.96  0.4197
42 H -3.96 -0.44 -2.83  0.2787
43 C -3.40 1.97 -0.46  0.8704
44 C -4.19 2.78 -1.50  -1.4293
45 H -2.48 1.56 -0.92  -0.6203
46 H -3.13 2.63 0.39  0.1667
47 H -3.49 3.32 -2.15  0.3399
48 H -4.82 2.17 -2.15  0.3466
49 H -4.82 3.52 -1.00  0.4020
50 C 2.26 0.21 -3.67  -0.2055
51 C 2.25 0.83 -5.06  -1.5718
52 H 3.27 0.16 -3.26  0.5080
53 H 1.64 0.80 -2.99  0.0562
54 H 3.01 0.39 -5.72  0.3820
55 H 1.26 0.71 -5.53  0.3204
56 H 2.48 1.90 -4.98  0.4216
57 C 0.50 -1.97 -5.02  -0.6803
58 C 0.44 -3.51 -5.18  -1.2767
59 H 0.92 -1.52 -5.94  0.5355
60 H -0.49 -1.54 -4.86  0.4209
61 H 1.28 -3.87 -5.79  0.3920
62 H 0.48 -4.03 -4.20  0.3404
63 H -0.48 -3.83 -5.67  0.3490
64 C 2.98 -2.61 -3.64  -0.5831
65 C 4.29 -2.17 -2.99  -1.2703
66 H 3.16 -2.84 -4.70  0.5123
67 H 2.62 -3.55 -3.18  0.4639
68 H 4.23 -2.21 -1.90  0.2901
69 H 5.08 -2.85 -3.33  0.4289
70 H 4.60 -1.16 -3.29  0.3485
71 C 0.52 3.36 -0.42  -1.1124
72 C 1.38 2.69 0.65  -0.6588
73 P 0.53 2.18 2.17  0.7474
74 C 1.90 2.03 3.41  -0.4856
75 C 3.12 2.93 3.26  -1.5052
76 C -0.34 3.71 2.74  -0.4601
77 C 0.47 5.00 2.78  -1.4351
78 H -0.12 2.62 -0.93  -0.0335
79 H 1.16 3.80 -1.19  0.3921
80 H -0.12 4.16 -0.01  0.3489
81 H 1.83 1.78 0.22  0.2624
82 H 2.21 3.35 0.95  0.5696
83 H 1.43 2.19 4.39  0.5010
84 H 2.20 0.97 3.38  0.2009
85 H 2.88 3.99 3.18  0.2796
86 H 3.74 2.81 4.15  0.4179
87 H 3.74 2.65 2.40  0.3385
88 H -1.23 3.83 2.09  0.2865
89 H -0.73 3.47 3.74  0.4796
90 H 0.98 5.23 1.84  0.3237
91 H -0.22 5.83 2.99  0.4304
92 H 1.21 4.99 3.59  0.3018

Results
- Net charge: +2
- HOMO energy (spin up / spin down): -12.6823 / -12.7367 eV

--- Q ---
Entry from the Open Molecules 2025 dataset: a structure of composition C31H55BrCaNP3 (the ωB97M-V functional and the def2-TZVPD basis).

Each line ends with the Mulliken charge.
Cartesian coordinates (Å):
1 N 3.23 2.40 -9.35  -0.5314
2 C 3.91 1.43 -8.75  -0.3495
3 C 3.53 0.88 -7.52  -0.4773
4 C 2.37 1.36 -6.86  1.0599
5 C 1.68 2.43 -7.50  -0.4539
6 C 2.12 2.88 -8.76  -0.3609
7 C 2.00 0.76 -5.58  -0.3229
8 Ca 0.54 -1.49 -0.24  1.1958
9 P -5.00 -2.85 2.22  -0.1410
10 C 0.86 1.09 -4.95  -0.7765
11 C 0.51 0.83 -3.59  0.9871
12 C -0.84 0.84 -3.22  -0.7355
13 C -1.25 0.65 -1.91  -1.8501
14 C -0.29 0.83 -0.86  0.1024
15 C 1.10 0.75 -1.24  -0.1309
16 C 1.45 0.58 -2.57  -0.6857
17 Br -0.83 -1.17 1.99  -0.2989
18 H 2.70 0.00 -5.20  0.3431
19 H 0.11 1.61 -5.56  0.2700
20 H 4.12 0.06 -7.12  0.3194
21 H 0.79 2.88 -7.05  0.3094
22 H 4.83 1.10 -9.27  0.3473
23 H 1.58 3.66 -9.29  0.3701
24 H -1.53 0.99 -4.07  0.4848
25 H 2.48 0.38 -2.87  0.4011
26 H -2.32 0.45 -1.72  1.0324
27 H 1.90 0.92 -0.49  0.3304
28 P -0.44 1.75 0.77  2.0053
29 C -3.81 -3.72 1.12  -0.0182
30 C -4.47 -4.98 0.55  -1.3077
31 H -2.91 -3.98 1.71  0.3325
32 H -3.51 -3.05 0.32  0.0146
33 H -3.74 -5.63 0.08  0.3686
34 H -4.97 -5.56 1.33  0.3675
35 H -5.22 -4.74 -0.21  0.3234
36 C -5.49 -1.44 1.16  0.2730
37 C -6.83 -0.86 1.60  -1.2954
38 H -5.55 -1.83 0.14  0.4488
39 H -4.71 -0.67 1.20  -0.4371
40 H -7.22 -0.18 0.84  0.3949
41 H -7.57 -1.66 1.75  0.3659
42 H -6.76 -0.29 2.53  0.3072
43 C -3.94 -1.96 3.44  0.7014
44 C -3.72 -2.73 4.74  -1.2875
45 H -4.36 -0.96 3.64  0.4319
46 H -2.98 -1.84 2.92  -1.1560
47 H -2.99 -2.21 5.37  0.3444
48 H -4.65 -2.83 5.30  0.3805
49 H -3.31 -3.73 4.56  0.3091
50 C -0.24 2.20 2.66  0.0632
51 C 0.04 3.67 2.95  -1.1961
52 H 0.53 1.56 3.10  -0.4477
53 H -1.18 1.91 3.15  0.6304
54 H 1.07 3.94 2.70  0.2736
55 H -0.63 4.32 2.37  0.3344
56 H -0.13 3.95 3.99  0.4312
57 C -2.26 1.88 0.72  -0.7801
58 C -2.81 2.81 -0.35  -1.3412
59 H -2.55 2.22 1.73  0.6357
60 H -2.61 0.84 0.62  0.1324
61 H -2.30 3.79 -0.34  0.2845
62 H -2.73 2.38 -1.35  0.3590
63 H -3.87 2.99 -0.13  0.4662
64 C 0.20 3.35 0.07  -1.4824
65 C 1.71 3.49 0.25  -1.3206
66 H -0.34 4.19 0.54  0.6982
67 H -0.08 3.37 -0.99  0.6881
68 H 2.17 3.73 -0.72  0.2989
69 H 1.97 4.31 0.93  0.4778
70 H 2.20 2.58 0.64  0.1828
71 C 2.40 -0.47 4.49  -1.1399
72 C 3.38 -0.40 3.32  -1.0392
73 P 2.75 -1.02 1.70  0.8841
74 C 4.24 -0.98 0.61  -0.3520
75 C 5.61 -1.03 1.28  -1.3624
76 C 2.60 -2.85 1.96  -0.5396
77 C 3.66 -3.56 2.80  -1.3872
78 H 1.56 0.22 4.34  0.0898
79 H 2.90 -0.18 5.42  0.4258
80 H 1.98 -1.47 4.64  0.2695
81 H 3.65 0.66 3.15  0.4844
82 H 4.32 -0.90 3.59  0.5468
83 H 4.15 -1.83 -0.10  0.4003
84 H 4.15 -0.06 0.01  0.2661
85 H 5.80 -1.97 1.81  0.2314
86 H 6.39 -0.93 0.51  0.4164
87 H 5.76 -0.20 1.99  0.3126
88 H 1.60 -3.02 2.39  0.3336
89 H 2.60 -3.31 0.95  0.4849
90 H 3.85 -3.07 3.77  0.2927
91 H 3.30 -4.57 3.04  0.4098
92 H 4.61 -3.67 2.27  0.2780

Results
- Net charge: +2
- HOMO energy: -11.6496 eV

Stability order, top to bottom: Q, P

--- P ---
Entry from the Open Molecules 2025 dataset: an isolated molecule of C8H10O3S (the ωB97M-V functional and the def2-TZVPD basis).

Each line ends with the Mulliken charge.
Cartesian coordinates (Å):
1 C -1.17 -0.08 1.35  -0.6070
2 C -1.18 -0.11 -1.08  -0.6776
3 C 0.04 -0.68 1.33  -0.1349
4 C 0.08 -0.71 -1.12  -0.3774
5 C -1.83 0.13 0.14  0.8055
6 C 0.64 -1.13 0.16  0.1924
7 C -3.23 0.83 0.02  -1.3431
8 C 3.05 -1.48 -0.32  -0.1640
9 O 3.31 -0.06 -0.24  -0.3952
10 O 4.91 1.76 0.78  -0.4287
11 O 1.85 -1.82 0.28  -0.4232
12 S 3.56 1.40 0.68  0.4743
13 H -1.73 0.27 2.27  0.2907
14 H -1.53 0.20 -2.05  0.2557
15 H 0.52 -0.89 2.28  0.4456
16 H 0.39 -0.74 -2.08  0.4857
17 H -3.05 1.81 0.39  0.3333
18 H -3.59 1.05 -1.01  0.3160
19 H -3.99 0.26 0.58  0.3353
20 H 3.13 -1.73 -1.36  0.2819
21 H 3.93 -2.02 0.23  0.2187
22 H 3.26 0.72 2.04  0.1158

Results
- HOMO energy: -8.7844 eV

--- Q ---
Entry from the Open Molecules 2025 dataset: a cluster of 2 separate species, C8H10O3S in total (the ωB97M-V functional and the def2-TZVPD basis).

Each line ends with the Mulliken charge.
Cartesian coordinates (Å):
1 C 0.87 0.59 0.90  -0.5730
2 C 1.69 -0.20 -1.24  -0.3928
3 C -0.18 -0.36 0.84  -0.4242
4 C 0.72 -1.21 -1.30  -0.7419
5 C 1.76 0.74 -0.18  0.7119
6 C -0.19 -1.28 -0.23  1.0200
7 C 2.83 1.79 -0.35  -1.3373
8 C -2.16 -2.56 0.40  -0.2235
9 O -3.79 0.28 0.32  -0.5274
10 O -1.80 1.47 -0.23  -0.4334
11 O -1.01 -2.37 -0.25  -0.3506
12 S -3.19 1.64 0.29  0.4147
13 H 0.94 1.23 1.75  0.3770
14 H 2.25 -0.04 -2.15  0.2346
15 H -0.77 -0.34 1.78  0.3501
16 H 0.79 -2.02 -2.12  0.2905
17 H 2.51 2.83 -0.19  0.3282
18 H 3.72 1.60 0.33  0.2751
19 H 3.24 1.73 -1.34  0.3616
20 H -2.70 -1.94 1.25  0.2018
21 H -2.66 -3.44 0.11  0.3358
22 H -2.87 1.88 1.62  0.1027

Results
- HOMO energy (spin up / spin down): -6.8087 / -8.6069 eV

Stability order, top to bottom: P, Q